Record 1
This record from OMol25 describes a molecular structure, C25H26CoN6 at a distorted geometry. The level of theory is ωB97M-V/def2-TZVPD.

Geometry as ORCA input:
```
! RIJCOSX wB97M-V def2-TZVPD def2/J DEFGRID3
* xyz -2 4
Co -0.762 0.950 -0.135
C -0.830 2.106 5.103
N 0.160 1.464 4.246
C 0.373 0.081 4.636
C -0.097 1.634 2.852
N -0.543 0.756 2.062
N 0.176 2.919 2.431
C 0.421 3.304 1.120
N 0.259 4.685 0.937
N 0.776 2.467 0.234
H -0.446 2.140 6.124
H -1.783 1.559 5.108
H -1.025 3.125 4.771
H 0.818 0.066 5.633
H 1.055 -0.401 3.938
H -0.562 -0.497 4.679
H -0.690 -0.152 2.483
H 0.431 3.578 3.144
H -0.601 5.001 1.370
H 0.202 4.882 -0.052
H 0.922 2.920 -0.661
C 0.235 -0.539 -0.820
C 0.881 -1.482 -1.279
C 1.628 -2.567 -1.825
C 2.582 -3.226 -0.986
C 3.036 -2.616 0.218
C 3.974 -3.212 1.035
C 4.511 -4.466 0.735
C 4.027 -5.122 -0.396
C 3.087 -4.536 -1.221
C 1.395 -2.903 -3.210
C 0.221 -2.459 -3.876
C -0.016 -2.738 -5.206
C 0.901 -3.457 -5.973
C 2.082 -3.866 -5.361
C 2.327 -3.597 -4.026
H 2.619 -1.650 0.476
H 4.300 -2.696 1.935
H 5.257 -4.926 1.374
H 4.384 -6.124 -0.621
H 2.692 -5.107 -2.051
H -0.491 -1.875 -3.307
H -0.933 -2.382 -5.666
H 0.706 -3.681 -7.017
H 2.834 -4.390 -5.945
H 3.278 -3.891 -3.604
N -2.295 1.728 -0.448
C -3.334 2.522 -0.381
C -4.697 2.044 -0.301
C -5.773 2.897 -0.193
C -5.618 4.289 -0.171
C -4.321 4.799 -0.271
C -3.227 3.967 -0.378
H -4.844 0.970 -0.317
H -6.779 2.489 -0.122
H -6.474 4.950 -0.083
H -4.175 5.879 -0.274
H -2.230 4.387 -0.469
*
```

Summary:
⟨S²⟩   3.786
HOMO (alpha / beta)   0.687 / 0.553 eV
HOMO-LUMO gap (alpha / beta)   3.400 / 3.532 eV
E_tot   -72910.7991 eV

Electronic structure analysis, Mulliken charges in units of e: -0.109 -1.035 -0.015 -1.171 0.256 -0.251 -0.058 0.457 -0.686 -0.512 0.377 0.350 0.307 0.273 0.463 0.384 0.141 0.294 0.296 0.311 0.230 -0.736 0.093 -0.313 0.411 -0.715 -0.358 -0.484 -0.535 -0.523 0.363 -0.651 -0.422 -0.432 -0.579 -0.459 0.438 0.331 0.328 0.326 0.575 0.397 0.342 0.334 0.325 0.552 -0.472 -0.256 -0.457 -0.336 -0.414 -0.476 -0.011 0.351 0.280 0.325 0.293 0.263

Record 2
This record from OMol25 describes C25H26N4O5S in the gas phase at a distorted geometry. The level of theory is ωB97M-V/def2-TZVPD.

Geometry as ORCA input:
```
! RIJCOSX wB97M-V def2-TZVPD def2/J DEFGRID3
* xyz 0 1
C 0.717 6.592 2.470
O 0.174 5.367 2.043
C 0.927 4.564 1.241
C 2.221 4.852 0.814
C 2.890 3.955 -0.005
C 2.300 2.775 -0.406
C 1.007 2.478 0.024
C 0.342 1.237 -0.374
N -0.959 1.145 -0.129
C -1.586 0.035 -0.481
C -0.926 -1.039 -1.081
C 0.439 -0.839 -1.274
S 1.361 -2.167 -1.964
C 3.049 -1.505 -2.109
C 3.587 -0.607 -1.006
O 4.123 0.436 -1.329
N 3.568 -1.039 0.269
C 3.063 -2.289 0.787
C 1.940 -2.000 1.794
O 2.393 -1.161 2.828
C 2.867 0.067 2.315
C 4.016 -0.154 1.328
N 1.069 0.272 -0.937
C -1.631 -2.299 -1.467
C -3.100 -2.212 -1.166
C -3.973 -3.259 -1.474
C -3.459 -4.513 -2.128
O -4.508 -5.428 -2.325
C -5.316 -3.106 -1.162
N -5.814 -2.025 -0.590
C -5.013 -1.021 -0.289
C -5.603 0.189 0.357
C -3.637 -1.080 -0.565
O -2.899 0.023 -0.210
C 0.326 3.374 0.840
H 0.952 7.246 1.623
H -0.054 7.059 3.080
H 1.617 6.446 3.076
H 2.713 5.766 1.108
H 3.891 4.189 -0.334
H 2.829 2.086 -1.042
H 3.680 -2.390 -2.214
H 3.091 -0.924 -3.030
H 2.698 -2.935 -0.007
H 3.881 -2.797 1.314
H 1.605 -2.922 2.270
H 1.092 -1.531 1.272
H 3.205 0.645 3.176
H 2.053 0.607 1.811
H 4.325 0.790 0.880
H 4.864 -0.617 1.845
H -1.184 -3.148 -0.933
H -1.472 -2.494 -2.535
H -2.991 -4.248 -3.091
H -2.675 -4.955 -1.490
H -4.158 -6.217 -2.751
H -6.017 -3.895 -1.386
H -6.672 0.048 0.474
H -5.409 1.070 -0.252
H -5.143 0.355 1.329
H -0.675 3.150 1.167
*
```

Summary:
HOMO   -8.434 eV
HOMO-LUMO gap   8.666 eV
E_tot   -53380.6563 eV
Energy above the lowest of the compared OMol25 structures with the same formula, charge and spin   2.261 eV

Electronic structure analysis, Mulliken charges in units of e: -0.884 -0.422 0.465 -0.378 -1.170 -0.502 1.148 -0.533 -0.643 0.296 0.954 -0.456 -0.289 -1.071 1.000 -0.714 0.080 -0.758 -0.215 -0.472 -0.196 -0.813 -0.226 -0.675 0.218 0.292 -0.710 -0.509 -0.555 -0.668 0.672 -1.262 0.317 -0.631 -0.349 0.351 0.250 0.347 0.421 0.433 0.565 0.425 0.472 0.390 0.364 0.377 0.088 0.384 0.075 0.448 0.324 0.391 0.534 0.336 0.336 0.304 0.468 0.381 0.320 0.312 0.560

Record 3
This record from OMol25 describes C25H26N4O5S in the gas phase. The level of theory is ωB97M-V/def2-TZVPD.

Geometry as ORCA input:
```
! RIJCOSX wB97M-V def2-TZVPD def2/J DEFGRID3
* xyz 0 1
C -0.301 -0.885 -2.230
C -0.215 -2.327 -1.755
O 0.930 -2.523 -0.915
C 0.723 -2.831 0.363
O -0.351 -3.039 0.864
C 2.032 -3.079 1.097
S 3.341 -1.911 0.634
C 2.369 -0.458 0.712
N 1.166 -0.599 1.136
C 0.305 0.455 1.031
C -1.034 0.257 1.377
C -1.958 1.247 1.112
C -3.421 1.086 1.365
O -4.083 2.020 1.798
N -3.989 -0.107 1.076
C -3.402 -1.173 0.287
C -4.400 -1.664 -0.773
C -5.280 -0.487 -1.212
C -4.350 0.594 -1.773
N -4.496 1.857 -1.325
O -3.538 0.314 -2.634
C -6.184 -0.101 -0.037
C -5.415 -0.255 1.289
C -1.533 2.483 0.603
C -0.209 2.705 0.308
C 0.725 1.683 0.492
C 2.124 1.867 0.116
O 2.617 2.895 -0.289
N 2.908 0.704 0.254
C 4.280 0.758 -0.127
C 5.264 0.537 0.827
C 6.595 0.595 0.456
C 6.940 0.880 -0.854
C 5.953 1.109 -1.798
C 4.619 1.048 -1.440
H -0.303 -0.206 -1.380
H -1.221 -0.733 -2.788
H 0.548 -0.643 -2.864
H -0.091 -3.006 -2.603
H -1.107 -2.608 -1.188
H 1.854 -3.021 2.170
H 2.414 -4.067 0.835
H -1.303 -0.688 1.819
H -3.100 -2.004 0.934
H -2.515 -0.789 -0.216
H -3.847 -2.054 -1.627
H -5.033 -2.460 -0.379
H -5.898 -0.800 -2.060
H -4.980 2.087 -0.474
H -3.845 2.539 -1.681
H -6.570 0.911 -0.153
H -7.046 -0.770 -0.022
H -5.585 -1.247 1.716
H -5.727 0.498 2.013
H -2.269 3.258 0.455
H 0.134 3.649 -0.086
H 4.986 0.330 1.850
H 7.363 0.424 1.195
H 7.980 0.929 -1.139
H 6.221 1.337 -2.818
H 3.842 1.230 -2.166
*
```

Summary:
HOMO   -8.551 eV
HOMO-LUMO gap   8.553 eV
E_tot   -53382.9171 eV
Energy above the lowest of the compared OMol25 structures with the same formula, charge and spin   0.000 eV

Electronic structure analysis, Mulliken charges in units of e: -0.722 -0.395 -0.264 0.726 -0.624 -0.690 -0.031 0.708 -0.448 -0.432 0.197 0.818 0.109 -0.678 0.147 -0.464 -1.237 0.413 0.097 -0.248 -0.656 -1.249 -0.844 -1.350 -1.036 0.817 0.485 -0.638 0.321 -0.906 0.339 -0.874 -0.379 -0.877 -0.038 -0.014 0.323 0.362 0.343 0.294 0.342 0.434 0.675 0.335 0.041 0.425 0.480 0.607 0.184 0.312 0.319 0.469 0.406 0.405 0.572 0.499 0.498 0.381 0.404 0.376 0.432

Record 4
This record from OMol25 describes C25H26N4O5S in the gas phase at a distorted geometry. The level of theory is ωB97M-V/def2-TZVPD.

Geometry as ORCA input:
```
! RIJCOSX wB97M-V def2-TZVPD def2/J DEFGRID3
* xyz 0 1
C -1.720 -2.914 0.587
C -3.198 -2.582 0.425
N -3.390 -1.150 0.256
C -4.324 -0.671 -0.678
C -5.465 -1.383 -1.039
C -6.351 -0.857 -1.961
C -6.125 0.387 -2.523
C -4.998 1.104 -2.158
C -4.100 0.579 -1.248
S -3.270 -0.190 1.640
O -4.501 0.514 1.849
O -2.770 -1.016 2.699
C -2.009 1.019 1.233
C -2.329 2.364 1.256
C -1.356 3.309 0.979
C -0.051 2.929 0.679
O 0.944 3.804 0.400
C 0.665 5.189 0.414
C 0.274 1.543 0.664
N 1.508 0.999 0.393
N 2.460 1.816 0.135
C 3.722 1.409 -0.147
C 4.242 0.013 -0.222
O 5.402 -0.225 -0.519
N 3.299 -0.919 0.069
C 3.414 -2.307 0.097
C 2.279 -3.032 0.463
C 2.316 -4.412 0.506
C 3.483 -5.088 0.187
C 4.610 -4.370 -0.174
C 4.585 -2.988 -0.222
C 4.539 2.510 -0.380
C 5.978 2.460 -0.716
O 4.008 3.716 -0.297
C -0.728 0.611 0.948
H -1.355 -2.505 1.525
H -1.591 -3.993 0.604
H -1.151 -2.507 -0.246
H -3.750 -2.941 1.300
H -3.582 -3.075 -0.470
H -5.672 -2.341 -0.587
H -7.233 -1.419 -2.231
H -6.823 0.797 -3.237
H -4.812 2.077 -2.589
H -3.215 1.131 -0.972
H -3.342 2.652 1.488
H -1.627 4.353 1.002
H 0.333 5.519 1.403
H 1.605 5.680 0.168
H -0.088 5.453 -0.334
H 2.374 -0.541 0.298
H 1.371 -2.505 0.717
H 1.431 -4.960 0.793
H 3.512 -6.166 0.221
H 5.523 -4.890 -0.423
H 5.464 -2.432 -0.503
H 6.126 1.897 -1.636
H 6.363 3.471 -0.821
H 6.523 1.920 0.056
H 3.053 3.588 -0.068
H -0.479 -0.436 0.947
*
```

Summary:
HOMO   -8.176 eV
HOMO-LUMO gap   7.411 eV
E_tot   -53378.5289 eV
Energy above the lowest of the compared OMol25 structures with the same formula, charge and spin   4.388 eV

Electronic structure analysis, Mulliken charges in units of e: -1.290 -0.810 0.385 0.013 -0.306 -0.752 -0.461 -0.789 0.182 1.502 -0.742 -0.724 -1.305 -0.332 -0.597 1.241 -0.458 -0.945 -0.653 -0.626 -0.373 0.162 0.780 -0.762 0.118 0.380 -0.236 -0.592 -0.480 -0.644 -0.338 0.669 -1.203 -0.583 0.401 0.394 0.465 0.341 0.285 0.635 0.476 0.374 0.376 0.397 0.418 0.551 0.427 0.356 0.283 0.343 0.434 0.316 0.395 0.377 0.392 0.462 0.297 0.326 0.304 0.566 0.175

Record 5
This record from OMol25 describes a molecular structure, C25H26N5O2S3Ti. The level of theory is ωB97M-V/def2-TZVPD.

Geometry as ORCA input:
```
! RIJCOSX wB97M-V def2-TZVPD def2/J DEFGRID3
* xyz 0 2
Ti -1.494 1.416 0.015
C -1.883 2.826 2.997
O -1.062 2.018 2.135
C 0.242 1.808 2.514
C 0.695 1.952 3.814
C 2.028 1.684 4.099
C 2.889 1.276 3.091
C 2.429 1.146 1.791
C 1.102 1.420 1.489
N 0.541 1.336 0.184
N 1.445 1.127 -0.717
C 1.125 0.986 -2.028
C -0.176 0.937 -2.549
O -1.233 0.985 -1.757
C -0.389 0.771 -3.941
C 0.661 0.646 -4.790
C 2.005 0.675 -4.314
C 3.095 0.538 -5.199
C 4.382 0.572 -4.736
C 4.622 0.749 -3.362
C 3.579 0.887 -2.483
C 2.246 0.848 -2.936
H -1.381 3.772 3.192
H -2.076 2.286 3.925
H -2.814 2.995 2.468
H 0.027 2.271 4.600
H 2.386 1.794 5.113
H 3.926 1.064 3.316
H 3.089 0.839 0.994
H -1.413 0.755 -4.289
H 0.489 0.524 -5.853
H 2.893 0.409 -6.255
H 5.213 0.468 -5.421
H 5.639 0.783 -2.996
H 3.765 1.034 -1.429
S -4.811 4.537 0.162
C -3.634 3.412 0.036
S -3.876 1.697 0.320
S -1.955 3.770 -0.295
C -0.788 -4.145 -0.899
C -0.246 -2.849 -1.463
N -0.916 -1.737 -0.821
C -1.359 -1.712 0.459
N -1.770 -0.566 0.953
C -2.287 -0.561 2.328
C -2.877 -1.895 2.732
C -1.826 -2.960 2.511
N -1.370 -2.897 1.133
C -0.699 -4.081 0.613
H -0.215 -4.995 -1.269
H -1.829 -4.273 -1.201
H -0.425 -2.775 -2.535
H 0.838 -2.793 -1.306
H -1.042 -0.881 -1.336
H -3.042 0.220 2.398
H -1.479 -0.301 3.022
H -3.759 -2.113 2.126
H -3.180 -1.873 3.779
H -2.232 -3.959 2.678
H -0.988 -2.823 3.206
H -1.183 -4.950 1.061
H 0.352 -4.094 0.929
*
```

Summary:
⟨S²⟩   0.791
HOMO (alpha / beta)   -6.942 / -7.148 eV
HOMO-LUMO gap (alpha / beta)   5.995 / 5.975 eV
E_tot   -93516.9383 eV
Energy above the lowest of the compared OMol25 structures with the same formula, charge and spin   0.000 eV

Electronic structure analysis, Mulliken charges in units of e: -0.138 -1.173 0.340 0.732 -0.548 -0.668 -0.885 -0.574 -0.199 1.297 -0.823 0.382 0.544 -0.397 -1.009 -0.947 0.786 -0.910 -0.523 -0.762 -0.343 0.646 0.318 0.365 0.289 0.408 0.418 0.405 0.430 0.547 0.387 0.397 0.393 0.403 0.374 -0.273 0.236 -0.386 -0.362 -0.695 -0.644 0.098 0.353 0.546 -0.765 -0.793 -0.665 0.218 -0.585 0.385 0.306 0.354 0.289 -0.001 0.272 0.095 0.332 0.411 0.418 0.272 0.373 0.251

Record 6
This record from OMol25 describes a molecular structure, C25H27BClF2MnN4O6 at a distorted geometry. The level of theory is ωB97M-V/def2-TZVPD.

Geometry as ORCA input:
```
! RIJCOSX wB97M-V def2-TZVPD def2/J DEFGRID3
* xyz -1 2
Mn 0.413 -0.279 -0.667
O 3.410 -2.369 2.177
C 3.258 -1.440 3.146
C 4.038 -1.625 4.290
C 3.993 -0.722 5.330
C 3.165 0.397 5.257
C 2.393 0.583 4.132
C 2.417 -0.322 3.064
C 1.567 -0.030 1.892
O 1.341 -1.088 1.019
N 1.086 1.131 1.702
N 0.343 1.228 0.519
C -0.269 2.351 0.364
C -1.059 2.659 -0.799
C -1.670 3.927 -0.825
C -2.448 4.345 -1.875
C -2.626 3.468 -2.955
C -2.044 2.227 -2.967
C -1.235 1.761 -1.895
O -0.737 0.567 -1.985
H 2.766 -2.205 1.472
H 4.678 -2.497 4.322
H 4.608 -0.888 6.206
H 3.127 1.110 6.069
H 1.743 1.442 4.045
H -0.175 3.100 1.145
H -1.508 4.585 0.022
H -2.905 5.325 -1.876
H -3.231 3.778 -3.800
H -2.173 1.555 -3.807
N 5.295 4.859 -1.374
C 4.112 1.882 -2.061
C 2.890 1.636 -1.298
N 2.145 0.266 -1.539
H 4.940 3.913 -1.602
H 5.433 4.861 -0.368
H 4.515 5.488 -1.539
H 4.961 1.249 -1.788
H 3.974 1.970 -3.142
H 2.100 2.367 -1.502
H 3.064 1.630 -0.217
H 2.858 -0.445 -1.379
H 2.001 0.228 -2.548
C -4.435 -4.632 -0.395
C -4.401 -3.153 -0.653
C -5.339 -2.305 -0.075
C -5.288 -0.942 -0.308
Cl -6.487 0.086 0.433
C -4.319 -0.381 -1.119
C -3.380 -1.215 -1.705
C -3.425 -2.578 -1.464
O -2.494 -3.398 -2.093
C -1.372 -3.741 -1.298
C -0.527 -2.526 -0.981
O -0.855 -1.846 0.123
O 0.389 -2.123 -1.676
H -5.455 -4.964 -0.204
H -3.836 -4.892 0.481
H -4.041 -5.188 -1.245
H -6.117 -2.712 0.558
H -4.288 0.687 -1.287
H -2.597 -0.801 -2.332
H -0.760 -4.422 -1.887
H -1.665 -4.210 -0.354
F -0.533 -1.496 2.417
B 0.129 -1.955 1.325
F 0.539 -3.271 1.373
*
```

Summary:
⟨S²⟩   0.812
HOMO (alpha / beta)   -2.453 / -2.454 eV
HOMO-LUMO gap (alpha / beta)   4.618 / 4.631 eV
E_tot   -94568.3723 eV
Energy above the lowest of the compared OMol25 structures with the same formula, charge and spin   0.000 eV

Electronic structure analysis, Mulliken charges in units of e: -0.506 -0.774 0.598 -0.728 -0.298 -0.839 -0.717 0.161 1.308 -0.555 -1.000 0.995 -0.441 0.599 -0.860 -0.741 -0.437 -0.392 0.564 -0.646 0.471 0.452 0.368 0.391 0.422 0.319 0.342 0.392 0.381 0.412 -0.888 -1.585 -0.114 0.064 0.427 0.239 0.240 0.220 0.231 0.149 0.170 0.328 0.380 -1.725 1.085 -0.698 0.169 -0.262 -0.801 -0.235 0.277 -0.579 -0.580 1.044 -0.034 -0.478 0.491 0.264 0.364 0.420 0.572 0.518 0.411 0.177 -0.250 0.134 -0.389

What did the fourth record say?
This record from OMol25 describes C25H26N4O5S in the gas phase at a distorted geometry. The level of theory is ωB97M-V/def2-TZVPD.

Geometry as ORCA input:
```
! RIJCOSX wB97M-V def2-TZVPD def2/J DEFGRID3
* xyz 0 1
C -1.720 -2.914 0.587
C -3.198 -2.582 0.425
N -3.390 -1.150 0.256
C -4.324 -0.671 -0.678
C -5.465 -1.383 -1.039
C -6.351 -0.857 -1.961
C -6.125 0.387 -2.523
C -4.998 1.104 -2.158
C -4.100 0.579 -1.248
S -3.270 -0.190 1.640
O -4.501 0.514 1.849
O -2.770 -1.016 2.699
C -2.009 1.019 1.233
C -2.329 2.364 1.256
C -1.356 3.309 0.979
C -0.051 2.929 0.679
O 0.944 3.804 0.400
C 0.665 5.189 0.414
C 0.274 1.543 0.664
N 1.508 0.999 0.393
N 2.460 1.816 0.135
C 3.722 1.409 -0.147
C 4.242 0.013 -0.222
O 5.402 -0.225 -0.519
N 3.299 -0.919 0.069
C 3.414 -2.307 0.097
C 2.279 -3.032 0.463
C 2.316 -4.412 0.506
C 3.483 -5.088 0.187
C 4.610 -4.370 -0.174
C 4.585 -2.988 -0.222
C 4.539 2.510 -0.380
C 5.978 2.460 -0.716
O 4.008 3.716 -0.297
C -0.728 0.611 0.948
H -1.355 -2.505 1.525
H -1.591 -3.993 0.604
H -1.151 -2.507 -0.246
H -3.750 -2.941 1.300
H -3.582 -3.075 -0.470
H -5.672 -2.341 -0.587
H -7.233 -1.419 -2.231
H -6.823 0.797 -3.237
H -4.812 2.077 -2.589
H -3.215 1.131 -0.972
H -3.342 2.652 1.488
H -1.627 4.353 1.002
H 0.333 5.519 1.403
H 1.605 5.680 0.168
H -0.088 5.453 -0.334
H 2.374 -0.541 0.298
H 1.371 -2.505 0.717
H 1.431 -4.960 0.793
H 3.512 -6.166 0.221
H 5.523 -4.890 -0.423
H 5.464 -2.432 -0.503
H 6.126 1.897 -1.636
H 6.363 3.471 -0.821
H 6.523 1.920 0.056
H 3.053 3.588 -0.068
H -0.479 -0.436 0.947
*
```

Summary:
HOMO   -8.176 eV
HOMO-LUMO gap   7.411 eV
E_tot   -53378.5289 eV
Energy above the lowest of the compared OMol25 structures with the same formula, charge and spin   4.388 eV

Electronic structure analysis, Mulliken charges in units of e: -1.290 -0.810 0.385 0.013 -0.306 -0.752 -0.461 -0.789 0.182 1.502 -0.742 -0.724 -1.305 -0.332 -0.597 1.241 -0.458 -0.945 -0.653 -0.626 -0.373 0.162 0.780 -0.762 0.118 0.380 -0.236 -0.592 -0.480 -0.644 -0.338 0.669 -1.203 -0.583 0.401 0.394 0.465 0.341 0.285 0.635 0.476 0.374 0.376 0.397 0.418 0.551 0.427 0.356 0.283 0.343 0.434 0.316 0.395 0.377 0.392 0.462 0.297 0.326 0.304 0.566 0.175